# C36H33AsAuN4O3S

A molecular structure, C36H33AsAuN4O3S in a non-equilibrium geometry (ωB97M-V/def2-TZVPD, OMol25).

Cartesian coordinates (Å):
Au1 -0.243907 -1.624488 -0.126571
C1 2.242913 -3.529864 -3.334759
C2 1.204556 -3.299558 -2.267096
O1 1.006747 -2.120383 -1.895488
C3 0.525877 -4.455291 -1.822136
C4 -0.586172 -4.555539 -1.000339
C5 -1.110377 -5.914502 -0.643020
N1 -1.225799 -3.502643 -0.503223
N2 -2.357482 -3.665165 0.117765
C6 -2.807593 -2.646508 0.844139
O2 -2.099529 -1.636523 1.106846
C7 -4.169599 -2.763140 1.374263
C8 -4.951830 -3.891436 1.120732
C9 -6.243670 -3.958755 1.605931
C10 -6.762528 -2.912086 2.355500
C11 -5.983703 -1.794987 2.625299
C12 -4.697083 -1.714056 2.130227
H1 3.016400 -2.769729 -3.284029
H2 1.753885 -3.439990 -4.304936
H3 2.682122 -4.519993 -3.260037
H4 0.902557 -5.384478 -2.220557
H5 -0.559457 -6.697160 -1.154530
H6 -2.167800 -5.972832 -0.891604
H7 -1.026576 -6.060770 0.434487
H8 -4.526188 -4.697470 0.545030
H9 -6.848434 -4.831392 1.411124
H10 -7.773535 -2.957902 2.730588
H11 -6.381810 -0.994490 3.231869
H12 -4.072578 -0.850719 2.308232
N3 -1.932229 4.957977 3.363678
C13 -1.842658 3.696837 3.797993
S1 -1.965192 3.337899 5.403741
C14 -1.609216 2.646971 2.798479
C15 -2.068485 2.753131 1.485745
C16 -1.719017 1.770046 0.575681
N4 -0.941586 0.742685 0.880693
C17 -0.581827 0.589484 2.148194
C18 -0.892554 1.503099 3.137499
H13 -2.063271 5.703412 4.027700
H14 -1.857263 5.192155 2.388080
H15 -2.700168 3.573115 1.184241
H16 -2.084805 1.800902 -0.442191
H17 -0.017705 -0.301617 2.384736
H18 -0.555355 1.352467 4.149753
O3 1.568632 -0.494938 0.353344
As1 1.886430 0.886955 -0.470453
C19 3.754181 0.767014 -0.941866
C20 4.445899 1.874257 -1.415624
C21 5.779122 1.744352 -1.762187
C22 6.413371 0.517746 -1.640186
C23 5.725961 -0.583811 -1.160719
C24 4.393295 -0.457417 -0.811194
C25 1.770574 2.402219 0.744012
C26 1.993996 2.099901 2.081722
C27 1.965917 3.090704 3.047517
C28 1.714123 4.401805 2.676159
C29 1.526981 4.715738 1.339518
C30 1.564509 3.723277 0.370459
C31 1.003979 1.240863 -2.166779
C32 1.485737 0.543130 -3.268651
C33 1.009676 0.823341 -4.537948
C34 0.057672 1.814706 -4.715486
C35 -0.426569 2.512196 -3.621390
C36 0.041755 2.224616 -2.346906
H19 3.937334 2.829014 -1.511538
H20 6.328563 2.599852 -2.123873
H21 7.451582 0.425220 -1.916150
H22 6.234590 -1.529752 -1.055825
H23 3.820606 -1.294872 -0.429099
H24 2.196549 1.068459 2.351401
H25 2.144967 2.847710 4.084961
H26 1.682286 5.181086 3.424144
H27 1.367188 5.744145 1.046800
H28 1.455061 3.987077 -0.673907
H29 2.229571 -0.230920 -3.117897
H30 1.388626 0.279540 -5.391554
H31 -0.311956 2.034843 -5.705693
H32 -1.167106 3.287096 -3.761913
H33 -0.341174 2.768133 -1.490928

Cartesian forces (eV/Å) of the 3 atoms listed first:
Au -0.0113 -1.0477 -0.5291
C -0.0400 0.2767 0.0817
C 0.3050 0.4848 -0.3700

Its multiplicity is 3. For the gap between HOMO and LUMO (alpha / beta), the calculation gives 7.9 / 5.8 eV. The value obtained for the energy relative to the best compared isomer or geometry (same formula, charge and spin) is 22.3 kcal per mole. The value obtained for the strongest force on any atom is 2.54 eV Å⁻¹. Its expectation value of S² is 2.0347. Its charge is +1. For the HOMO energy (alpha / beta), the calculation gives -10.51 / -10.51 eV.

Want to see where the charge sits? The Löwdin charges in e are:
1. Au 1.166
2. C 0.007
3. C -0.408
4. O -0.095
5. C 0.019
6. C -0.288
7. C -0.014
8. N -0.054
9. N 0.100
10. C -0.397
11. O -0.078
12. C -0.148
13. C -0.018
14. C -0.063
15. C -0.061
16. C -0.062
17. C -0.010
18. H 0.082
19. H 0.104
20. H 0.088
21. H 0.114
22. H 0.084
23. H 0.085
24. H 0.098
25. H 0.105
26. H 0.108
27. H 0.109
28. H 0.109
29. H 0.114
30. N 0.100
31. C -0.839
32. S 0.698
33. C -0.235
34. C 0.007
35. C -0.133
36. N -0.009
37. C -0.172
38. C -0.027
39. H 0.104
40. H 0.100
41. H 0.115
42. H 0.110
43. H 0.104
44. H 0.097
45. O -0.560
46. As 1.228
47. C -0.302
48. C -0.084
49. C -0.068
50. C -0.069
51. C -0.069
52. C -0.094
53. C -0.288
54. C -0.111
55. C -0.065
56. C -0.070
57. C -0.075
58. C -0.097
59. C -0.286
60. C -0.105
61. C -0.058
62. C -0.062
63. C -0.064
64. C -0.109
65. H 0.108
66. H 0.110
67. H 0.109
68. H 0.108
69. H 0.099
70. H 0.110
71. H 0.118
72. H 0.113
73. H 0.109
74. H 0.099
75. H 0.093
76. H 0.112
77. H 0.112
78. H 0.111
79. H 0.079